DFT (wB97M-V/def2-TZVPD) results for a cluster of 2 separate species, C3H8O2 in total at a distorted geometry.

The geometry in XYZ format:
```
13
C3H8O2, DFT wB97M-V/def2-TZVPD
C 1.227 0.240 -1.195
C 0.122 0.094 0.971
C -1.361 -0.199 0.899
O 1.606 -0.975 -1.155
O 0.224 0.628 -2.001
H -0.106 -0.187 -2.423
H 0.784 -0.653 0.212
H 1.836 1.095 -0.882
H 0.587 -0.379 1.848
H 0.322 1.163 1.064
H -1.546 -1.274 0.822
H -1.819 0.299 0.041
H -1.877 0.148 1.799
```

Calculated values
maximum force = 4.9 eV/Å
ΔE to the lowest compared entry with this formula, charge and spin = 2.3094 eV
structure (SMILES) = O=CO.CC
HOMO = -0.3572 Eh
LUMO energy = 0.820 eV
total energy = -7333.7412 eV
Kohn-Sham gap = 10.54 eV

Here are the Löwdin charges for atoms 1 to 2, given in e: number 1, C, carries -0.390; number 2, C, carries -0.209